1.
Here is a gas-phase ion, C3H11N2 (charge +1) from the Open Molecules 2025 dataset. Energies are from ωB97M-V with the def2-TZVPD basis set.

The geometry in XYZ format:
```
16
Properties=species:S:1:pos:R:3:mulliken_charge:R:1
N -0.055 -0.327 -1.774 -0.2083
N 1.285 -0.210 1.506 -0.5136
C -0.919 -0.712 -0.570 -0.7185
C 0.479 0.864 0.925 -0.5398
C -0.899 0.340 0.531 -0.4967
H 0.309 1.618 1.696 0.4002
H -1.256 -0.189 1.413 0.3106
H 1.969 0.137 2.165 0.2430
H 0.962 1.412 0.105 0.2931
H 1.748 -0.755 0.794 0.1587
H 0.695 -1.004 -1.890 0.3627
H 0.303 0.614 -1.612 0.2981
H -1.920 -0.985 -0.863 0.3413
H -0.492 -1.630 -0.163 0.3608
H -1.606 1.145 0.372 0.3437
H -0.602 -0.318 -2.634 0.3646
```

* LUMO: -3.865 eV
* net charge: +1
* relative energy (zero: lowest compared OMol25 entry of this formula, charge and spin): 18.8 kcal per mole
* HOMO energy: -0.494 hartree
* E: -6262.7666 eV

***

2.
Here is 3 unconnected molecules or ions with the total composition CH8NO2 from the Open Molecules 2025 dataset. Energies are from ωB97M-V with the def2-TZVPD basis set.

The geometry in XYZ format:
```
12
Properties=species:S:1:pos:R:3:mulliken_charge:R:1
O -1.325 1.703 2.029 -0.6748
O 0.060 -1.163 -2.034 -0.6041
N 0.672 0.207 0.233 -0.1526
C 1.376 -0.850 0.033 0.0112
H -0.651 -1.661 -2.539 0.3274
H -0.004 0.556 1.102 0.3000
H 1.277 -1.694 0.737 0.3387
H -1.955 1.487 1.393 0.3293
H 2.109 -0.646 -0.809 0.2464
H 0.653 0.878 -0.481 0.2499
H -1.830 1.587 2.796 0.3304
H -0.382 -0.404 -2.461 0.2983
```

* LUMO: -4.805 eV
* net charge: +1
* relative energy (zero: lowest compared OMol25 entry of this formula, charge and spin): 43.0 kcal per mole
* HOMO energy: -0.597 hartree
* E: -6743.4625 eV

***

3.
Here is 3 unconnected molecules or ions with the total composition C4H15NO2 from the Open Molecules 2025 dataset. Energies are from ωB97M-V with the def2-TZVPD basis set.

The geometry in XYZ format:
```
22
Properties=species:S:1:pos:R:3:mulliken_charge:R:1
O 0.322 -3.916 2.668 -0.6345
O -3.263 0.799 -0.489 -0.6609
N -0.258 -0.312 -0.879 -0.3824
C 1.454 2.083 1.373 -1.2384
C 1.379 0.760 0.588 -0.2366
C 0.494 0.906 -0.694 -0.4679
C -0.742 -0.638 -2.208 -1.0073
H -2.375 0.463 -0.330 0.2450
H 0.938 -4.657 2.667 0.3247
H -3.784 0.059 -0.814 0.3222
H -0.160 1.783 -0.582 0.3030
H 0.949 0.061 1.325 0.2315
H 2.365 0.485 0.263 0.2527
H 1.175 1.237 -1.477 0.3377
H 2.138 2.693 0.767 0.2903
H 1.957 2.045 2.344 0.3447
H 0.507 2.604 1.507 0.3545
H -0.983 0.219 -2.852 0.3183
H -1.710 -1.167 -2.079 0.3089
H -0.029 -1.351 -2.666 0.3062
H 0.599 -3.452 1.865 0.3077
H -0.973 -0.702 -0.299 0.3806
```

* LUMO: 0.664 eV
* net charge: 0
* relative energy (zero: lowest compared OMol25 entry of this formula, charge and spin): 44.9 kcal per mole
* HOMO energy: -0.321 hartree
* E: -9975.1381 eV

***

4.
Here is a molecular structure, C14H25Cl8MgO6 from the Open Molecules 2025 dataset. Energies are from ωB97M-V with the def2-TZVPD basis set.

The geometry in XYZ format:
```
54
Properties=species:S:1:pos:R:3:mulliken_charge:R:1
Cl 2.765 -6.679 -1.193 -0.2009
Cl -4.802 -2.062 -3.466 -0.1914
Cl 4.114 1.866 3.465 -0.2321
Cl -2.776 -1.199 0.875 -0.1701
Cl -3.894 0.836 -4.553 -0.1905
Cl 5.832 0.070 0.881 -0.1868
Cl -2.738 0.728 3.629 -0.2049
Cl 0.646 -4.570 1.923 -0.1995
Mg 0.529 2.783 -1.170 0.8970
O -1.335 3.282 -0.821 -0.2043
O 0.140 1.246 -2.356 -0.7811
O 1.382 3.616 0.401 -0.4410
O 0.598 0.938 -0.376 -0.9802
O -2.943 4.384 -0.069 -0.1988
O 0.046 5.250 0.829 -0.6645
C 1.682 -4.905 0.547 -0.3115
C -1.326 -0.163 2.897 -0.2287
C -3.452 2.111 -0.653 -0.3748
C 0.305 0.422 -1.455 1.1899
C -1.684 -1.487 2.295 -0.0579
C 2.111 5.157 2.130 -0.9359
C 1.596 -6.382 0.103 -0.3902
C -2.807 -0.376 -3.832 0.1817
C 1.102 4.621 1.097 0.6884
C -2.528 3.298 -0.516 0.7587
C -3.222 -1.764 -4.119 -0.3528
C 4.172 0.055 1.386 -0.1305
C 3.603 1.402 1.806 -0.0933
C 0.239 -1.078 -1.597 -0.9670
H 1.229 -1.415 -1.288 0.2564
H -1.834 -0.159 -4.272 0.2026
H 1.604 5.769 2.876 0.3216
H -4.132 2.009 0.193 0.3864
H 3.995 -0.693 2.159 0.3607
H 2.513 1.401 1.820 -0.0187
H 3.935 2.217 1.163 0.3301
H 2.586 4.323 2.646 0.1494
H 2.716 -4.649 0.778 0.3356
H 2.888 5.794 1.707 0.2840
H 1.892 -7.044 0.917 0.3011
H -0.773 -1.972 1.945 -0.0503
H -2.089 -2.223 2.990 0.3983
H -0.513 -1.569 -0.979 0.2071
H -2.845 1.222 -0.824 -0.3456
H -2.696 -0.096 -2.784 -0.2504
H 0.642 -6.660 -0.345 0.3135
H 0.073 -1.238 -2.662 0.3344
H -3.252 -1.942 -5.193 0.3460
H -0.636 -0.310 3.729 0.3847
H -0.875 0.547 2.204 -0.0678
H 3.493 -0.214 0.576 -0.0079
H -2.609 -2.568 -3.714 0.2767
H -4.106 2.233 -1.517 0.3565
H 1.439 -4.163 -0.214 0.1686
```

* <S²>: 0.75
* LUMO (spin up / spin down): -0.363 / -3.849 eV
* multiplicity: 2
* net charge: 0
* HOMO energy (spin up / spin down): -0.318 / -0.317 hartree
* E: -132835.2247 eV

***

5.
Here is a gas-phase ion, C3H8N3S (charge +1) from the Open Molecules 2025 dataset. Energies are from ωB97M-V with the def2-TZVPD basis set.

The geometry in XYZ format:
```
15
Properties=species:S:1:pos:R:3:mulliken_charge:R:1
S 1.289 1.424 0.721 -0.0798
N 0.019 -0.729 -0.601 -0.1878
N 2.320 -0.471 -0.594 -0.4308
N -2.184 -1.004 -0.782 -0.1287
C 1.160 -0.122 -0.167 0.7334
C -0.346 1.647 1.619 -0.8080
C -1.311 -0.464 -0.039 -0.3772
H -0.989 1.700 0.764 0.3254
H 0.233 -1.408 -1.355 0.2381
H -3.132 -1.237 -0.574 0.2676
H 2.361 -1.169 -1.428 0.2485
H 3.222 -0.042 -0.203 0.2673
H -0.161 2.518 2.248 0.3612
H -0.693 0.716 2.076 0.3621
H -1.788 -1.360 -1.682 0.2087
```

* LUMO: -3.812 eV
* net charge: +1
* relative energy (zero: lowest compared OMol25 entry of this formula, charge and spin): 40.6 kcal per mole
* HOMO energy: -0.493 hartree
* E: -18537.7438 eV

***

6.
Here is a single C4H9BO molecule from the Open Molecules 2025 dataset. Energies are from ωB97M-V with the def2-TZVPD basis set.

The geometry in XYZ format:
```
15
Properties=species:S:1:pos:R:3:mulliken_charge:R:1
O 0.922 -2.024 0.652 -0.5442
C 0.505 1.031 1.637 -1.0550
C -0.963 -1.815 -0.817 -1.0998
C 0.155 1.441 -0.975 -0.9667
C 0.104 -1.203 0.063 0.6268
B 0.250 0.318 0.136 0.0745
H -0.005 2.432 -0.679 0.3259
H -0.318 0.708 2.298 0.3227
H -0.798 -2.914 -0.758 0.3065
H 1.377 0.603 2.151 0.3242
H 0.556 2.088 1.665 0.3400
H -1.898 -1.671 -0.436 0.3552
H -0.480 1.186 -1.799 0.3280
H 1.183 1.347 -1.334 0.3435
H -0.592 -1.528 -1.803 0.3185
```

* LUMO: -0.199 eV
* net charge: 0
* relative energy (zero: lowest compared OMol25 entry of this formula, charge and spin): 48.1 kcal per mole
* HOMO energy: -0.351 hartree
* E: -7016.4156 eV